[1]
{"formula": "C3H6NO2", "method": "ωB97M-V/def2-TZVPD", "species": ["N", "C", "C", "C", "O", "O", "H", "H", "H", "H", "H", "H"], "positions_angstrom": [[-1.2267, -1.4000, -0.4955], [0.1106, -0.9239, -0.0051], [0.3936, 0.5215, -0.3965], [0.6596, 1.4235, 0.8743], [0.8316, 0.8985, 1.9813], [0.7018, 2.6546, 0.6017], [-1.4564, -1.1445, -1.4336], [-1.9168, -1.1126, 0.1739], [0.8614, -1.5523, -0.4905], [0.0767, -1.0905, 1.0589], [1.3402, 0.6856, -0.9092], [-0.3756, 1.0400, -0.9599]], "lumo_energy_ev": 4.35, "relative_energy_kcal_mol": 14.35, "smiles": "NCCC(=O)[O-]", "orbital_gap_ev": 8.0, "total_charge": -1}



[2]
{"formula": "C3H6NO2", "method": "ωB97M-V/def2-TZVPD", "species": ["O", "C", "C", "N", "C", "O", "H", "H", "H", "H", "H", "H"], "positions_angstrom": [[2.1567, -0.6745, 1.8165], [1.2914, -0.1284, 1.1630], [0.5155, -0.8440, 0.0608], [0.1848, 0.1882, -0.9030], [-1.3235, 0.7783, -0.4650], [-2.2091, -0.2851, -0.5595], [1.1336, 0.9747, 1.1676], [1.2427, -1.6521, -0.4379], [-0.3827, -1.2462, 0.5977], [-0.1304, -0.1051, -1.7887], [-1.0590, 1.3969, 0.5706], [-1.4200, 1.5972, -1.2222]], "lumo_energy_ev": 4.11, "relative_energy_kcal_mol": 78.32, "smiles": "O=CCNC[O-]", "orbital_gap_ev": 7.3, "total_charge": -1}



[3]
{"formula": "C3H6NO2", "method": "ωB97M-V/def2-TZVPD", "species": ["C", "C", "C", "N", "O", "O", "H", "H", "H", "H", "H", "H"], "positions_angstrom": [[0.7992, -0.8192, 0.3637], [-0.0316, -0.6829, -0.4991], [1.8611, -0.3132, 2.3163], [-2.8862, 0.7758, -2.9685], [1.8328, -0.9546, 1.1952], [2.8913, -0.4848, 3.0890], [-0.5581, -0.7023, -1.3764], [1.0165, 0.1202, 2.8609], [-2.0792, 0.2338, -2.8769], [-2.7941, 1.2974, -2.1063], [-3.2100, 1.3859, -3.7772], [3.1583, 0.1439, 3.7793]], "lumo_energy_ev": -6.62, "relative_energy_kcal_mol": 118.17, "orbital_gap_ev": 5.5, "total_charge": 1}



[4]
{"formula": "C3H6NO3", "method": "ωB97M-V/def2-TZVPD", "species": ["N", "C", "O", "O", "H", "H", "C", "C", "O", "H", "H", "H", "H"], "positions_angstrom": [[-1.6739, 0.2435, 2.4161], [-1.1153, 0.0931, 1.1397], [-0.8443, -1.1188, 0.8140], [-0.9049, 1.1270, 0.4912], [-2.0770, 1.1625, 2.5020], [-2.2064, -0.5590, 2.7110], [2.0074, 0.3345, -2.0245], [0.9082, -0.1663, -1.3446], [0.8928, -1.3702, -0.9082], [1.8883, 1.3794, -2.2913], [2.8895, -0.2300, -2.2832], [0.0823, 0.5030, -1.0720], [0.1532, -1.3988, -0.1501]], "lumo_energy_ev": [0.47, -3.52], "relative_energy_kcal_mol": 5.10, "multiplicity": 2, "orbital_gap_ev": [9.6, 5.6]}



[5]
{"formula": "C3H6NO3S", "method": "ωB97M-V/def2-TZVPD", "species": ["C", "C", "C", "N", "O", "O", "O", "S", "H", "H", "H", "H", "H", "H"], "positions_angstrom": [[2.4925, 0.3146, 0.1238], [-2.2037, -1.0265, -0.6773], [-1.4727, 0.0145, 0.2338], [1.5765, 1.3443, 0.3444], [3.7108, 0.4531, 0.0346], [1.8995, -0.8746, 0.1140], [-0.5250, -0.3055, 0.9683], [-2.1475, 1.5501, 0.2083], [-3.0876, -0.5645, -1.1051], [-2.3907, -2.0055, -0.2681], [-1.4321, -1.2165, -1.4328], [2.0438, 2.2713, 0.3226], [0.9620, -1.0015, 0.4614], [0.5742, 1.0465, 0.6720]], "lumo_energy_ev": 3.66, "relative_energy_kcal_mol": 0.00, "orbital_gap_ev": 7.8, "total_charge": -1}



[6]
{"formula": "C3H6NO3S", "method": "ωB97M-V/def2-TZVPD", "species": ["C", "C", "O", "N", "S", "C", "O", "O", "H", "H", "H", "H", "H", "H"], "positions_angstrom": [[-1.0847, -0.0463, 1.0711], [0.0593, -0.3846, -0.0408], [0.1713, -1.8612, -0.0441], [1.2817, 0.2391, 0.1196], [1.3007, 1.9593, 0.0297], [2.8659, -0.5120, 0.1703], [3.6519, 0.3554, -0.0750], [2.7365, -1.6603, 0.3789], [-1.2948, 0.9441, 1.0698], [-0.6498, -0.1186, 2.1266], [-1.8716, -0.7553, 0.8446], [-0.3723, -0.2415, -1.1389], [1.0056, -1.9463, -0.5363], [2.2424, 2.0275, -0.9210]], "lumo_energy_ev": 3.52, "relative_energy_kcal_mol": 59.45, "smiles": "C[C@H](O)N(S)C(=O)[O-]", "orbital_gap_ev": 7.1, "total_charge": -1}



[7]
{"formula": "C3H6NO3S2", "method": "ωB97M-V/def2-TZVPD", "species": ["C", "S", "C", "O", "N", "S", "C", "O", "O", "H", "H", "H", "H", "H", "H"], "positions_angstrom": [[-3.1050, -0.9885, -0.0852], [-1.5336, -1.7728, 0.2644], [-0.4524, -0.4639, -0.1566], [-0.8031, 0.6311, -0.5666], [0.9926, -1.1102, 0.2941], [2.2221, -0.1663, -0.1919], [1.9232, 1.5657, 0.5077], [3.3855, -0.6987, 0.4879], [2.3471, 0.0399, -1.6325], [-3.9782, -1.6390, 0.1676], [-3.2554, -0.8376, -1.1582], [-3.1492, -0.0177, 0.3387], [0.8333, 1.8541, 0.3394], [2.0781, 1.3809, 1.5423], [2.4950, 2.2230, -0.1512]], "lumo_energy_ev": 3.13, "relative_energy_kcal_mol": 17.94, "smiles": "CSC(=O)N=[S@@](C)(=O)[O-]", "orbital_gap_ev": 7.7, "total_charge": -1}



[8]
{"formula": "C3H6NO4SSr", "method": "ωB97M-V/def2-TZVPD", "species": ["O", "C", "C", "O", "C", "Sr", "H", "H", "H", "H", "H", "H", "N", "S", "O", "O"], "positions_angstrom": [[-0.2998, -0.8191, 1.8394], [0.7792, -0.2072, 2.4395], [1.1973, 1.0921, 1.7539], [1.5809, 0.8444, 0.4010], [0.6280, 0.8952, -0.5374], [-0.9520, -1.2452, -0.1194], [1.6661, -0.8721, 2.4689], [0.5597, 0.0675, 3.4909], [2.0745, 1.5246, 2.2513], [0.3714, 1.8206, 1.7668], [1.0093, 0.7243, -1.5470], [-0.1814, 1.6247, -0.3877], [-1.8644, -2.1007, -2.1702], [-2.1407, -1.3825, -3.4255], [-2.0161, -2.0284, -4.7341], [-2.4120, 0.0618, -3.4902]], "lumo_energy_ev": [-0.51, -1.08], "multiplicity": 2, "orbital_gap_ev": [8.3, 8.1]}



[9]
{"formula": "C3H6NOP", "method": "ωB97M-V/def2-TZVPD", "species": ["O", "N", "P", "C", "C", "C", "H", "H", "H", "H", "H", "H"], "positions_angstrom": [[1.9561, -2.2080, 1.5973], [1.3341, -1.0513, 1.1910], [2.0972, 0.4224, 1.2730], [0.5928, 1.1277, 0.2748], [-0.0307, -0.0555, -0.4401], [0.0508, -1.1963, 0.4998], [0.7209, 2.1574, -0.1810], [-0.0213, 1.1044, 1.1829], [0.4324, -0.2384, -1.4291], [-1.0842, 0.1607, -0.6915], [-0.7145, -1.2091, 1.2087], [0.0628, -2.2028, -0.0383]], "lumo_energy_ev": [-0.52, -0.33], "relative_energy_kcal_mol": 65.19, "smiles": "[O-][N+]1=PCCC1", "orbital_gap_ev": [8.3, 7.7]}



[10]
{"formula": "C3H6NOS", "method": "ωB97M-V/def2-TZVPD", "species": ["O", "C", "N", "C", "C", "S", "H", "H", "H", "H", "H", "H"], "positions_angstrom": [[-1.6531, 2.0111, -0.6958], [-1.8123, 0.9398, -0.1265], [-0.8630, 0.0302, 0.1611], [0.5362, 0.3677, 0.0622], [1.3867, -0.9217, -0.1569], [0.9996, -2.2015, 1.0726], [-2.8001, 0.5798, 0.2174], [-1.0795, -0.7980, 0.7007], [0.6652, 0.9715, -0.8391], [0.9517, 0.9572, 0.8768], [1.2443, -1.3776, -1.1341], [2.4242, -0.5585, -0.1385]], "lumo_energy_ev": 3.88, "relative_energy_kcal_mol": 12.38, "smiles": "O=CNCC[S-]", "orbital_gap_ev": 6.6, "total_charge": -1}



[11]
{"formula": "C3H6NOS", "method": "ωB97M-V/def2-TZVPD", "species": ["N", "C", "C", "O", "C", "S", "H", "H", "H", "H", "H", "H"], "positions_angstrom": [[-1.2798, 0.9107, 0.3896], [-0.6611, -0.1729, -0.4362], [-0.0076, 0.5180, -1.6458], [-0.5908, 1.3134, -2.3248], [0.2926, -1.1542, 0.2415], [1.1144, -0.5568, 1.7228], [-0.4589, 1.4201, 0.7327], [-1.5714, 0.4672, 1.2465], [-1.5492, -0.6273, -0.8838], [1.0193, 0.1691, -1.8299], [-0.2060, -2.0955, 0.4958], [1.0008, -1.4280, -0.5639]], "lumo_energy_ev": 4.02, "relative_energy_kcal_mol": 36.19, "smiles": "N[C@@H](C=O)C[S-]", "orbital_gap_ev": 6.8, "total_charge": -1}



[12]
{"formula": "C3H6NiO3", "method": "ωB97M-V/def2-TZVPD", "species": ["H", "O", "Ni", "O", "C", "O", "C", "C", "H", "H", "H", "H", "H"], "positions_angstrom": [[0.8969, 1.2510, -0.5004], [-0.0464, 0.5930, -0.2677], [-0.1127, 0.3092, -3.7552], [-0.7424, -0.4830, -2.1471], [-0.3934, 0.5663, -1.5960], [0.5269, 1.2706, -2.1353], [-0.1648, -0.6259, 0.6048], [0.1144, -0.1979, 2.0145], [-1.1861, -0.9768, 0.4360], [0.5650, -1.3395, 0.2125], [-0.6311, 0.5217, 2.3734], [0.0465, -1.0997, 2.6379], [1.1272, 0.2111, 2.1226]], "lumo_energy_ev": [-11.49, -13.30], "relative_energy_kcal_mol": 0.00, "multiplicity": 3, "orbital_gap_ev": [9.1, 7.3], "total_charge": 2}



[13]
{"formula": "C3H6O", "method": "ωB97M-V/def2-TZVPD", "species": ["C", "C", "C", "O", "H", "H", "H", "H", "H", "H"], "positions_angstrom": [[0.4612, -1.0685, 0.6662], [0.5998, 0.4085, 0.9455], [-0.5166, 0.9822, -0.8130], [-0.5376, 1.0610, 0.6204], [0.6066, -1.4228, 1.6963], [1.3013, -1.4921, 0.0994], [-0.5053, -1.4406, 0.2900], [0.5439, 0.8781, -1.1006], [-0.8497, 1.9480, -1.1919], [-1.1037, 0.1463, -1.2124]], "lumo_energy_ev": 0.52, "relative_energy_kcal_mol": 95.43, "orbital_gap_ev": 8.7}



[14]
{"formula": "C3H6O", "method": "ωB97M-V/def2-TZVPD", "species": ["C", "C", "C", "O", "H", "H", "H", "H", "H", "H"], "positions_angstrom": [[-1.2539, 0.1987, 0.1106], [0.0089, -0.5448, -0.2555], [1.3346, 0.0622, 0.0566], [0.7781, -0.9526, 0.8524], [-1.9903, -0.3995, 0.6658], [-1.7526, 0.5908, -0.7785], [-0.9651, 1.0296, 0.7662], [0.3215, -0.8061, -1.2485], [2.2374, -0.2918, -0.4589], [1.2813, 1.1136, 0.2898]], "lumo_energy_ev": 1.21, "relative_energy_kcal_mol": 51.91, "smiles": "C[C@H]1CO1", "orbital_gap_ev": 11.0}



[15]
{"formula": "C3H6O", "method": "ωB97M-V/def2-TZVPD", "species": ["C", "C", "C", "O", "H", "H", "H", "H", "H", "H"], "positions_angstrom": [[-1.2441, -0.1110, 0.3858], [-0.0176, 0.6271, -0.1056], [1.2422, -0.1901, -0.3111], [-0.0395, 1.8141, -0.3476], [-2.0841, 0.5818, 0.4612], [-1.4965, -0.9278, -0.3008], [-1.0487, -0.5620, 1.3657], [1.2119, -0.6521, -1.3055], [2.1066, 0.4747, -0.2694], [1.3448, -0.9960, 0.4225]], "lumo_energy_ev": 0.96, "relative_energy_kcal_mol": 0.19, "smiles": "CC(C)=O", "orbital_gap_ev": 10.7}



[16]
{"formula": "C3H6O", "method": "ωB97M-V/def2-TZVPD", "species": ["C", "C", "H", "H", "C", "O", "H", "H", "H", "H"], "positions_angstrom": [[-1.8699, -0.5217, -0.0898], [-2.8104, 0.2122, 0.0757], [-0.9432, -1.0726, -0.1816], [-3.6909, 0.7802, 0.2027], [2.1437, -0.4561, 0.0538], [1.4813, 0.7957, 0.0386], [2.5855, -0.5957, 1.0417], [2.9643, -0.4908, -0.6768], [1.4557, -1.2746, -0.1311], [0.9977, 0.8818, -0.8020]], "lumo_energy_ev": 0.94, "relative_energy_kcal_mol": 64.39, "smiles": "C#C.CO", "orbital_gap_ev": 11.4}



[17]
{"formula": "C3H6O", "method": "ωB97M-V/def2-TZVPD", "species": ["C", "C", "C", "O", "H", "H", "H", "H", "H", "H"], "positions_angstrom": [[0.3979, -1.2578, 0.0525], [-0.2275, 0.0369, 0.5393], [-0.2203, 1.2642, -0.3507], [-0.7890, 0.0675, 1.6143], [-0.4262, -1.9633, -0.1060], [0.9754, -1.1690, -0.8722], [1.0275, -1.6777, 0.8442], [0.7472, 1.4560, -0.8255], [-0.9528, 1.1303, -1.1543], [-0.5323, 2.1129, 0.2583]], "lumo_energy_ev": 0.98, "relative_energy_kcal_mol": 1.22, "smiles": "CC(C)=O", "orbital_gap_ev": 10.7}



[18]
{"formula": "C3H6O", "method": "ωB97M-V/def2-TZVPD", "species": ["C", "C", "O", "C", "H", "H", "H", "H", "H", "H"], "positions_angstrom": [[1.4755, 1.2774, 0.4478], [0.5980, 0.2697, 0.3431], [-0.1635, -0.0232, -0.7704], [-1.2630, -0.9418, -0.5743], [2.0129, 1.4808, 1.3950], [1.7181, 1.8933, -0.4140], [0.2973, -0.3027, 1.2903], [-1.1903, -1.7448, -1.3173], [-1.2393, -1.4603, 0.4052], [-2.2455, -0.4484, -0.8053]], "lumo_energy_ev": 1.12, "relative_energy_kcal_mol": 34.74, "smiles": "C=COC", "orbital_gap_ev": 10.0}



[19]
{"formula": "C3H6O", "method": "ωB97M-V/def2-TZVPD", "species": ["C", "C", "C", "H", "H", "H", "H", "H", "H", "O"], "positions_angstrom": [[-0.5362, 0.3903, -0.5267], [0.5434, -0.7737, -0.5467], [-0.0434, 0.4720, 0.9659], [-0.3016, 1.3629, -1.0495], [-1.5854, 0.1430, -0.7524], [0.0596, -1.7912, -0.3635], [1.2657, -0.9149, -1.4507], [0.0916, 1.4895, 1.3653], [-0.6768, -0.0898, 1.7103], [1.1832, -0.2881, 0.6480]], "lumo_energy_ev": 1.18, "relative_energy_kcal_mol": 39.12, "orbital_gap_ev": 10.9}



[20]
{"formula": "C3H6O", "method": "ωB97M-V/def2-TZVPD", "species": ["C", "C", "C", "O", "H", "H", "H", "H", "H", "H"], "positions_angstrom": [[-0.0302, -0.5744, -1.1202], [-0.4442, 0.1506, 0.1173], [0.4675, 0.5716, 1.1563], [-0.3392, 1.4597, 0.3366], [0.9332, -0.2168, -1.5914], [-0.9494, -0.5246, -1.7643], [0.0251, -1.6236, -0.9728], [-1.3798, -0.3072, 0.6192], [1.5602, 0.5811, 0.9912], [0.1569, 0.4837, 2.2281]], "lumo_energy_ev": 1.17, "relative_energy_kcal_mol": 41.03, "smiles": "C[C@H]1CO1", "orbital_gap_ev": 11.4}



no.,E_tot (eV)
1,-8794.5945
2,-8791.8208
3,-8780.8573
4,-10838.9629
5,-21678.9211
6,-21676.3430
7,-32511.7513
8,-24556.3346
9,-16031.3789
10,-17582.5285
11,-17581.4958
12,-50370.0234
13,-5251.5561
14,-5253.4435
15,-5255.6862
16,-5252.9020
17,-5255.6415
18,-5254.1879
19,-5253.9980
20,-5253.9149